(1)
The following is a quantum chemistry calculation of 6 unconnected molecules or ions with the total composition C37H82NO12PS at a distorted geometry, from OMol25.

As for the SMILES: COCCCCC[PH](C)(S)CCCNCc1ccccc1O.COCCOC.COCCOC.COCCOC.COCCOC.COCCOC. The orbital gap comes out at 8.3 eV. The calculated total energy comes out at -85875.1368 eV. For the HOMO energy, the calculation gives -0.28809 hartree. Its charge is 0. Its spin multiplicity is 1.

Last column: Löwdin charge in e.
Geometry (Å):
1 C -2.92445 1.50919 -4.12029  -0.10
2 O -2.66739 0.25509 -3.51999  -0.19
3 C -1.97031 -0.65550 -4.35038  -0.26
4 C -1.88554 -1.98062 -3.63224  -0.17
5 C -0.92527 -1.96895 -2.42734  -0.20
6 C -1.60068 -2.28172 -1.08627  -0.22
7 C -0.85191 -3.28145 -0.18329  -0.35
8 P 0.35361 -2.49219 0.94133  0.62
9 C 1.31519 -3.60063 2.02715  -0.24
10 S 1.96836 -2.76950 -0.76174  0.36
11 C -0.95270 -2.05831 2.25489  -0.34
12 C -0.46295 -1.52445 3.59817  -0.24
13 C 0.30376 -0.19379 3.56812  -0.23
14 N 1.70669 -0.37120 3.98803  -0.06
15 C 2.41802 0.90290 4.06050  -0.18
16 C 2.69981 1.53004 2.72695  -0.17
17 C 2.79709 0.76173 1.56642  -0.06
18 C 3.06871 1.33517 0.32389  -0.08
19 C 3.25577 2.70966 0.24149  -0.08
20 C 3.18700 3.49193 1.39372  -0.02
21 C 2.92529 2.90690 2.62038  -0.28
22 O 2.87249 3.69829 3.76833  0.02
23 H -2.33968 2.28447 -3.62783  0.08
24 H -2.69116 1.50027 -5.18418  0.08
25 H -3.98185 1.74396 -4.01105  0.08
26 H -2.50046 -0.77589 -5.30076  0.12
27 H -0.96507 -0.27399 -4.55744  0.13
28 H -2.89389 -2.25176 -3.32092  0.10
29 H -1.56975 -2.72459 -4.36332  0.11
30 H -0.46041 -0.98580 -2.38262  0.11
31 H -0.11873 -2.67351 -2.60410  0.06
32 H -2.57391 -2.72488 -1.29549  0.09
33 H -1.81108 -1.36911 -0.53046  0.10
34 H -0.31367 -3.99320 -0.80495  0.05
35 H -1.55779 -3.84612 0.41942  0.08
36 H 0.59883 -1.12898 0.74700  0.01
37 H 0.68313 -4.00543 2.81187  0.05
38 H 2.14725 -3.04693 2.45559  0.05
39 H 1.72240 -4.39871 1.41791  0.02
40 H 3.13089 -2.48071 -0.15934  -0.24
41 H -1.58234 -1.27571 1.81883  0.08
42 H -1.61342 -2.91089 2.40929  0.08
43 H 0.14592 -2.25456 4.12952  0.09
44 H -1.34550 -1.36852 4.21900  0.10
45 H -0.19186 0.48840 4.26945  0.11
46 H 0.27098 0.29253 2.59678  0.10
47 H 1.65229 -0.70168 4.94373  0.11
48 H 1.89551 1.62858 4.69067  0.12
49 H 3.37985 0.71441 4.54532  0.13
50 H 2.66829 -0.30781 1.65552  0.09
51 H 3.12796 0.70833 -0.55235  0.10
52 H 3.45015 3.16206 -0.71900  0.10
53 H 3.33575 4.55924 1.31490  0.12
54 H 3.77319 3.70707 4.10928  0.11
55 C 9.46596 -0.09110 1.53884  -0.12
56 O 8.78377 0.77792 0.65605  -0.19
57 C 8.04551 0.09990 -0.34918  -0.20
58 C 6.56846 0.05329 -0.03525  -0.20
59 O 6.30583 -0.74407 1.10989  -0.18
60 C 6.11152 0.01597 2.28782  -0.10
61 H 9.86260 0.51622 2.35076  0.09
62 H 8.79746 -0.84963 1.95405  0.08
63 H 10.30078 -0.58757 1.03164  0.09
64 H 8.42874 -0.91647 -0.48053  0.13
65 H 8.19171 0.64389 -1.28811  0.13
66 H 6.03630 -0.39308 -0.88129  0.13
67 H 6.18660 1.06874 0.11060  0.12
68 H 5.16714 0.56206 2.23593  0.06
69 H 6.93122 0.72098 2.45307  0.09
70 H 6.07330 -0.68201 3.12406  0.09
71 C -3.06434 6.51630 1.22844  -0.10
72 O -2.48922 5.43104 0.52307  -0.19
73 C -1.55310 5.82589 -0.46556  -0.21
74 C -0.12826 5.64303 0.00458  -0.21
75 O 0.19253 6.51777 1.07324  -0.19
76 C 0.16522 5.88539 2.34243  -0.09
77 H -3.63367 6.10294 2.05847  0.07
78 H -2.30033 7.19296 1.61944  0.09
79 H -3.75022 7.07694 0.58398  0.09
80 H -1.71795 6.86864 -0.75442  0.13
81 H -1.71885 5.19847 -1.34744  0.12
82 H 0.55044 5.86983 -0.82437  0.12
83 H 0.03538 4.60148 0.29970  0.12
84 H 1.00042 5.18498 2.43910  0.07
85 H -0.77674 5.35575 2.50574  0.09
86 H 0.27201 6.66305 3.09656  0.09
87 C -5.62749 4.53045 3.54724  -0.12
88 O -6.29349 5.45767 2.70965  -0.20
89 C -6.96675 4.84486 1.62066  -0.20
90 C -8.45520 4.74945 1.86339  -0.21
91 O -8.76134 3.86622 2.92999  -0.19
92 C -9.06919 4.52665 4.14262  -0.11
93 H -5.28372 5.07016 4.42832  0.09
94 H -6.29195 3.72205 3.86186  0.08
95 H -4.75835 4.10301 3.03424  0.09
96 H -6.55469 3.85037 1.42633  0.13
97 H -6.79105 5.46233 0.73405  0.13
98 H -8.93697 4.35876 0.96165  0.13
99 H -8.86348 5.74518 2.06188  0.13
100 H -10.03463 5.03989 4.07387  0.09
101 H -8.29718 5.25111 4.41400  0.08
102 H -9.13181 3.76641 4.91913  0.09
103 C -5.61410 -4.71535 -1.96325  -0.11
104 O -5.07597 -6.00021 -2.21431  -0.18
105 C -3.69293 -6.10065 -1.92152  -0.20
106 C -3.43827 -6.78859 -0.60066  -0.20
107 O -3.90251 -6.01258 0.49319  -0.20
108 C -5.13749 -6.45754 1.02260  -0.11
109 H -6.69487 -4.78946 -2.06846  0.09
110 H -5.37655 -4.36912 -0.95392  0.08
111 H -5.23933 -3.98636 -2.69052  0.08
112 H -3.23287 -5.10633 -1.91136  0.11
113 H -3.22637 -6.68208 -2.72289  0.13
114 H -2.35898 -6.92098 -0.47337  0.12
115 H -3.90429 -7.77841 -0.59832  0.13
116 H -5.01724 -7.41453 1.54172  0.09
117 H -5.89390 -6.56595 0.24143  0.08
118 H -5.47155 -5.70966 1.73946  0.09
119 C 4.10243 -1.75527 -6.93186  -0.11
120 O 4.98771 -2.84922 -6.79038  -0.19
121 C 5.92296 -2.68945 -5.73620  -0.21
122 C 5.52101 -3.46659 -4.50354  -0.21
123 O 4.33341 -2.95436 -3.92506  -0.20
124 C 3.19162 -3.73993 -4.21599  -0.13
125 H 3.33992 -2.04621 -7.65238  0.09
126 H 3.62023 -1.50306 -5.98387  0.08
127 H 4.62893 -0.87341 -7.31384  0.09
128 H 6.03704 -1.63033 -5.48396  0.12
129 H 6.88972 -3.05939 -6.09260  0.12
130 H 6.31836 -3.38382 -3.75960  0.12
131 H 5.40142 -4.52530 -4.75336  0.13
132 H 3.22822 -4.69000 -3.67287  0.09
133 H 3.11301 -3.93676 -5.28901  0.08
134 H 2.31589 -3.18632 -3.88357  0.06

Forces on atoms 1 to 3 (eV/Å):
-0.02 -0.13 0.11
-0.11 -0.07 0.00
-0.12 0.07 0.15



(2)
The following is a quantum chemistry calculation of a molecular structure, C37H88AsF9N8O7S at a distorted geometry, from OMol25.

The orbital gap comes out at 7.3 eV. The calculated total energy comes out at -162185.1381 eV. For the HOMO energy, the calculation gives -0.13112 hartree. Its charge is -2. Its spin multiplicity is 1.

Last column: Löwdin charge in e.
Geometry (Å):
1 As 4.18912 -1.93136 2.63431  0.91
2 F 4.94740 -2.97360 3.86460  -0.30
3 F 2.60298 -2.77782 2.76293  -0.31
4 F 3.47797 -1.02133 1.27411  -0.28
5 F 5.79343 -1.13723 2.30244  -0.31
6 F 4.62305 -3.08377 1.28591  -0.31
7 F 3.66139 -0.71846 3.81875  -0.30
8 C 0.35531 -0.29425 -0.81324  -0.64
9 F 0.90487 -0.23912 0.37710  0.14
10 F -0.49906 -1.30530 -0.95527  0.12
11 F -0.29062 0.86411 -1.13614  0.08
12 S 1.83226 -0.64812 -1.98233  0.51
13 O 1.18777 -0.56951 -3.30018  -0.37
14 O 2.91504 0.32370 -1.77539  -0.33
15 O 2.37500 -1.95772 -1.62471  -0.30
16 C -0.37936 -0.97347 3.48540  -0.07
17 C -1.74209 -1.60801 3.46685  -0.26
18 N -2.76914 -0.96737 4.30735  -0.16
19 C -3.00017 0.48654 4.02717  -0.23
20 C -3.55077 0.82420 2.64506  -0.08
21 C -2.55694 -1.33787 5.71207  -0.26
22 C -3.83713 -1.19187 6.56524  -0.11
23 H -0.39079 0.00347 3.00212  0.05
24 H 0.26792 -1.62903 2.90285  0.06
25 H 0.18890 -0.82541 4.40369  0.08
26 H -2.14268 -1.67897 2.45562  0.10
27 H -1.61720 -2.64059 3.79286  0.10
28 H -3.71970 0.89761 4.73526  0.10
29 H -2.09594 1.06371 4.22041  0.09
30 H -2.91208 0.47027 1.83580  0.06
31 H -4.56258 0.42783 2.56008  0.07
32 H -3.62887 1.90204 2.50267  0.05
33 H -1.70474 -0.89479 6.22738  0.11
34 H -2.32104 -2.39781 5.80680  0.11
35 H -4.35103 -0.23309 6.63425  0.05
36 H -3.58330 -1.49273 7.58168  0.06
37 H -4.64786 -1.81065 6.18064  0.06
38 C -3.14118 6.46605 3.35747  -0.08
39 C -1.93278 5.96838 2.55470  -0.30
40 N -1.55771 4.59602 2.77187  -0.18
41 C -1.22746 4.25732 4.16724  -0.24
42 C -0.16037 5.12857 4.82612  -0.08
43 C -0.44631 4.26232 1.80231  -0.21
44 C -0.20863 2.72117 1.78340  -0.06
45 H -3.94264 5.72799 3.32534  0.06
46 H -3.43944 7.46060 3.02579  0.07
47 H -2.82162 6.51975 4.39819  0.06
48 H -2.20100 6.05221 1.50155  0.10
49 H -1.09708 6.64261 2.74215  0.10
50 H -2.20990 4.34597 4.63098  0.10
51 H -1.02898 3.18825 4.24329  0.09
52 H 0.86141 4.90641 4.51839  0.07
53 H -0.35494 6.19478 4.71016  0.06
54 H -0.20817 4.97133 5.90366  0.07
55 H 0.48149 4.73770 2.12057  0.09
56 H -0.60000 4.63165 0.78836  0.10
57 H 0.15289 2.34458 2.74026  0.06
58 H 0.53909 2.45410 1.03661  0.06
59 H -1.10423 2.14603 1.54840  0.06
60 C -0.44946 -3.79296 1.09308  -0.06
61 C -1.09249 -4.41148 -0.16869  -0.23
62 N -1.87011 -5.54617 0.31288  -0.20
63 C -1.03240 -6.73819 0.51509  -0.27
64 C -1.69306 -8.02831 0.94821  -0.10
65 C -3.11237 -5.69776 -0.41694  -0.26
66 C -2.92336 -6.21004 -1.86942  -0.09
67 H 0.06100 -2.85908 0.85774  0.06
68 H 0.27532 -4.48891 1.51551  0.06
69 H -1.17863 -3.52943 1.85922  0.05
70 H -1.73768 -3.68061 -0.65619  0.11
71 H -0.30461 -4.69879 -0.86496  0.11
72 H -0.34898 -6.50623 1.33193  0.10
73 H -0.46440 -6.86454 -0.40660  0.11
74 H -0.92521 -8.78804 1.09428  0.07
75 H -2.27964 -8.44416 0.12901  0.06
76 H -2.25614 -7.90603 1.87346  0.08
77 H -3.84908 -6.29961 0.11516  0.10
78 H -3.66035 -4.75553 -0.42105  0.11
79 H -2.34010 -7.12733 -1.94993  0.05
80 H -3.88778 -6.41168 -2.33561  0.06
81 H -2.38607 -5.48933 -2.48586  0.07
82 C -4.61895 4.14941 0.64213  -0.09
83 C -3.56715 3.71787 -0.41635  -0.26
84 N -3.88144 4.31509 -1.71449  -0.17
85 C -2.64652 4.50348 -2.52810  -0.24
86 C -1.87671 3.24239 -2.79629  -0.09
87 C -4.84334 3.41628 -2.38279  -0.26
88 C -5.40954 4.00514 -3.67725  -0.10
89 H -4.93038 5.19039 0.55574  0.07
90 H -4.13670 4.10209 1.61850  0.03
91 H -5.52938 3.55590 0.55865  0.06
92 H -2.71113 4.22242 0.03171  0.08
93 H -3.38970 2.64336 -0.37112  0.12
94 H -2.92093 4.96707 -3.47567  0.10
95 H -1.95709 5.17564 -2.01722  0.11
96 H -2.23369 2.57021 -3.57657  0.08
97 H -0.92237 3.55075 -3.22321  0.07
98 H -1.66168 2.66009 -1.90030  0.06
99 H -5.67783 3.29896 -1.69145  0.10
100 H -4.36525 2.46900 -2.63217  0.11
101 H -4.64980 3.96296 -4.45771  0.06
102 H -5.72067 5.04809 -3.61770  0.07
103 H -6.24188 3.36944 -3.97922  0.06
104 C 5.79796 -6.48596 -1.83017  -0.01
105 C 4.71781 -5.53088 -1.33726  -0.53
106 O 4.65456 -4.33303 -1.67358  0.04
107 N 3.90949 -6.00211 -0.38565  -0.01
108 C 2.82575 -5.38391 0.26270  -0.09
109 H 5.72344 -6.52276 -2.91699  0.07
110 H 5.54902 -7.48641 -1.47630  0.05
111 H 6.80309 -6.26684 -1.46988  0.08
112 H 4.00850 -6.96342 -0.09209  0.12
113 H 3.01548 -5.13764 1.30742  0.08
114 H 2.01850 -6.11380 0.20169  0.06
115 H 2.45583 -4.52400 -0.29571  0.09
116 C 1.90164 2.98199 -3.63447  -0.02
117 C 1.64606 2.67259 -5.09439  -0.54
118 O 1.74578 3.56639 -5.98283  -0.04
119 N 1.48013 1.38753 -5.36250  0.01
120 C 1.06879 0.77741 -6.59585  -0.07
121 H 2.91787 2.69767 -3.36144  0.08
122 H 1.31512 2.40593 -2.91875  0.06
123 H 1.84466 4.05431 -3.44745  0.07
124 H 1.70712 0.78750 -4.58241  0.08
125 H 0.39973 -0.01839 -6.26851  0.08
126 H 1.89760 0.35012 -7.16030  0.06
127 H 0.47966 1.43943 -7.23048  0.08
128 C 4.56978 -0.12135 -5.91093  0.00
129 C 4.13803 -1.27473 -5.00630  -0.56
130 O 4.56428 -1.34526 -3.86515  0.07
131 N 3.31763 -2.22484 -5.50914  0.01
132 C 2.84132 -3.45601 -4.85108  -0.06
133 H 4.26495 0.80344 -5.42107  0.08
134 H 3.98141 -0.22486 -6.82263  0.05
135 H 5.65568 -0.17265 -5.99018  0.08
136 H 3.08022 -2.15817 -6.48858  0.11
137 H 3.57728 -3.95712 -4.22230  0.07
138 H 2.52180 -4.25739 -5.51725  0.06
139 H 1.92746 -3.15220 -4.34053  0.07
140 C 5.26686 3.04340 1.52549  0.00
141 C 4.59994 2.30626 0.39952  -0.58
142 O 4.89681 1.13599 0.17985  0.04
143 N 3.54086 2.74436 -0.22622  0.04
144 C 3.04650 4.14218 -0.16794  -0.08
145 H 5.04041 4.10952 1.51097  0.05
146 H 6.34215 2.99440 1.69706  0.08
147 H 4.89299 2.52983 2.41126  0.09
148 H 3.13304 2.05992 -0.84696  0.09
149 H 3.82423 4.76390 -0.61145  0.07
150 H 2.92497 4.49177 0.85731  0.06
151 H 2.14327 4.35870 -0.73836  0.07

Forces on atoms 1 to 3 (eV/Å):
0.46 -0.06 -3.91
-0.78 0.83 -0.67
1.15 0.36 0.61